This record from the OMol25 dataset describes 8 unconnected molecules or ions with the total composition C10H43BN11O6. The level of theory is ωB97M-V/def2-TZVPD.

Electronic energy   -1484.9551 a.u.
Frontier orbital gap   6.44 eV
2S+1   1
Highest occupied orbital energy   -10.4 eV
Total charge   +1

Last columns: bonded neighbours and bond lengths (Å).
Cartesian coordinates (Å):
1 N -3.65672 -2.79294 -0.17054  H2 1.010, H3 1.010, H4 1.010, H5 1.010
2 H -3.58020 -2.88828 -1.17311  N1 1.010
3 H -3.09097 -2.01234 0.13063  N1 1.010
4 H -3.22780 -3.60155 0.25640  N1 1.010
5 H -4.63625 -2.80392 0.07539  N1 1.010
6 N -0.91266 -0.09258 -4.90341  H7 1.010, H8 1.010, H9 1.010, H10 1.010
7 H -0.66696 0.37448 -4.04227  N6 1.010
8 H -1.77308 -0.60687 -4.77979  N6 1.010
9 H -0.22586 -0.79419 -5.14035  N6 1.010
10 H -0.97256 0.51850 -5.70535  N6 1.010
11 B -0.26805 0.12032 -0.38250  H12 1.079, H13 1.079, H14 1.079, H15 1.079
12 H -0.38519 -0.76478 -0.98840  B11 1.079
13 H -0.60502 0.94959 -0.98499  B11 1.079
14 H -0.95072 0.06796 0.45144  B11 1.079
15 H 0.78338 0.18909 -0.15012  B11 1.079
16 C 0.39805 -5.54542 0.55409  O17 1.385, H25 1.090, H26 1.090, H27 1.090
17 O 0.00314 -5.05111 1.78586  C16 1.385, C18 1.401
18 C 0.97137 -4.19776 2.33099  O17 1.401, C19 1.605, H28 1.090, H29 1.090
19 C 0.31617 -3.81689 3.74565  C18 1.605, N20 1.458, H30 1.090, H31 1.090
20 N -0.61187 -2.70060 3.61116  C19 1.458, C21 1.467, H32 1.010
21 C -1.14357 -2.06771 4.82322  N20 1.467, C22 1.533, H33 1.090, H34 1.090
22 C -0.13516 -1.45949 5.80483  C21 1.533, O23 1.442, H35 1.090, H36 1.090
23 O -0.98745 -1.00171 6.87367  C22 1.442, C24 1.368
24 C -0.46952 -0.23335 7.87987  O23 1.368, H37 1.090, H38 1.090, H39 1.090
25 H 1.43549 -5.84715 0.40995  C16 1.090
26 H 0.38349 -4.75715 -0.19858  C16 1.090
27 H -0.21774 -6.35356 0.15936  C16 1.090
28 H 1.29972 -3.33438 1.75234  C18 1.090
29 H 1.83501 -4.82355 2.55593  C18 1.090
30 H 1.02670 -3.64129 4.55336  C19 1.090
31 H -0.11926 -4.74969 4.10395  C19 1.090
32 H -0.23016 -2.05527 2.93444  N20 1.010
33 H -1.87343 -2.80198 5.16413  C21 1.090
34 H -1.62882 -1.21407 4.35001  C21 1.090
35 H 0.51467 -0.70704 5.35802  C22 1.090
36 H 0.52179 -2.21121 6.24237  C22 1.090
37 H -1.14523 0.52178 8.28148  C24 1.090
38 H 0.28081 0.38642 7.38896  C24 1.090
39 H -0.01530 -0.91310 8.60078  C24 1.090
40 C 4.07383 -2.15604 -3.77133  O41 1.221, N42 1.296, N43 1.352
41 O 3.03301 -2.19146 -4.40941  C40 1.221
42 N 4.05602 -1.80613 -2.52337  C40 1.296, H44 1.010, H45 1.010
43 N 5.28185 -2.55018 -4.23445  C40 1.352, H46 1.010, H47 1.010
44 H 3.21017 -1.45973 -2.09367  N42 1.010
45 H 4.83224 -1.83869 -1.87799  N42 1.010
46 H 6.09804 -2.12651 -3.81679  N43 1.010
47 H 5.03274 -2.72084 -5.19826  N43 1.010
48 C 2.31717 4.46389 -4.86789  O49 1.237, N50 1.283, N51 1.264
49 O 1.88502 3.68016 -5.72203  C48 1.237
50 N 2.86669 5.59688 -5.11465  C48 1.283, H52 1.010, H53 1.010
51 N 2.29152 4.22128 -3.62744  C48 1.264, H54 1.010, H55 1.010
52 H 3.07721 6.33124 -4.45398  N50 1.010
53 H 2.56536 5.90091 -6.02946  N50 1.010
54 H 2.79873 4.89528 -3.07196  N51 1.010
55 H 1.97641 3.30452 -3.34395  N51 1.010
56 C -4.98146 3.17679 -3.96775  O57 1.250, N58 1.257, N59 1.288
57 O -5.90107 2.59968 -4.58684  C56 1.250
58 N -4.27260 2.76390 -3.01546  C56 1.257, H60 1.010, H61 1.010
59 N -4.38464 4.23110 -4.40522  C56 1.288, H62 1.010, H63 1.010
60 H -3.59795 3.34646 -2.54050  N58 1.010
61 H -4.65785 1.91595 -2.62474  N58 1.010
62 H -3.54099 4.46210 -3.90024  N59 1.010
63 H -4.70173 4.70361 -5.23965  N59 1.010
64 C 0.59759 4.60383 3.26342  O65 1.203, N66 1.342, N67 1.274
65 O 0.55447 5.52379 4.03693  C64 1.203
66 N -0.48577 3.97311 2.78306  C64 1.342, H68 1.010, H69 1.010
67 N 1.62532 4.26894 2.58913  C64 1.274, H70 1.010, H71 1.010
68 H -1.36564 4.14098 3.24970  N66 1.010
69 H -0.41158 3.09995 2.28087  N66 1.010
70 H 2.49830 4.70366 2.85189  N67 1.010
71 H 1.38933 3.65438 1.82316  N67 1.010